*i*
Computed, not measured: the molecule C2H6N4OS, with ωB97M-V/def2-TZVPD.

The geometry in XYZ format:
```
14
Properties=species:S:1:pos:R:3:nbo_charge:R:1
S 1.888 -1.480 0.062 0.176
O 0.671 1.664 -0.211 -0.342
N -2.049 -1.042 -0.647 -0.706
N -0.381 0.766 -0.428 -0.363
N -2.015 -0.493 0.659 -0.335
N 2.493 0.040 -0.120 -0.698
C -1.195 0.522 0.702 0.191
C 1.895 1.170 -0.015 0.417
H -1.172 1.108 1.716 0.230
H -2.482 -1.981 -0.580 0.367
H -0.115 0.104 -1.127 0.414
H -2.893 -0.328 -1.015 0.358
H 2.433 2.079 0.230 0.170
H 2.922 -2.128 0.774 0.122
```

Properties
**M**: 134.16 g/mol
**SMILES**: N/N=C\NO/C=N\S
**Lowest unoccupied orbital energy**: 0.68 eV
**Charge**: 0
**Kohn-Sham gap**: 9.17 eV
**E_HOMO**: -8.493 eV

***

*ii*
Computed, not measured: the molecule C2H6N4OS, with ωB97M-V/def2-TZVPD.

The geometry in XYZ format:
```
14
Properties=species:S:1:pos:R:3:nbo_charge:R:1
S 0.674 -1.406 0.176 0.387
O -2.811 -0.081 -0.838 -0.617
N -0.796 -1.093 -0.599 -0.803
N 2.981 -0.060 -0.135 -0.712
N 1.053 1.184 -0.463 -0.826
N -1.634 0.303 1.083 -0.870
C -1.837 -0.291 -0.145 0.772
C 1.712 0.030 -0.176 0.282
H 0.168 1.355 0.022 0.406
H 1.638 2.000 -0.546 0.402
H -1.053 -0.193 1.749 0.400
H 3.302 -1.022 -0.041 0.347
H -2.519 0.648 1.476 0.410
H -0.878 -1.373 -1.563 0.421
```

Properties
**M**: 134.16 g/mol
**SMILES**: [H]/N=C(/N)SNC(N)=O
**Lowest unoccupied orbital energy**: 0.56 eV
**Charge**: 0
**Kohn-Sham gap**: 10.12 eV
**E_HOMO**: -9.563 eV

***

Most stable structure - *ii*; separation to the second - 6.091 eV.

***

*i*
Computed, not measured: the molecule C8H11N, with ωB97M-V/def2-TZVPD.

The geometry in XYZ format:
```
20
Properties=species:S:1:pos:R:3:nbo_charge:R:1
N -1.105 -0.742 1.405 -0.361
C -0.123 -0.237 -0.722 -0.173
C -0.361 1.135 -0.237 -0.244
C -1.227 -0.179 0.025 -0.038
C 1.050 -1.043 0.000 -0.383
C 0.152 1.480 1.003 -0.440
C -0.168 -0.391 -2.095 -0.587
C -0.195 0.298 2.054 -0.085
C 0.524 -0.913 1.436 -0.115
H -0.200 0.744 3.116 0.240
H 0.394 0.268 -2.839 0.224
H 1.346 1.665 0.849 0.201
H 0.162 -1.560 -2.141 0.202
H -1.078 -0.301 -2.739 0.225
H -1.003 1.672 -1.089 0.231
H 1.111 -1.752 1.784 0.225
H 2.093 -0.657 -0.234 0.219
H -2.276 -0.004 -0.460 0.226
H 1.198 -1.963 -0.317 0.206
H -0.294 2.482 1.200 0.226
```

Properties
**M**: 121.18 g/mol
**SMILES**: C[C@@]12C[C@H]3[C@H]4C[C@@H]1[C@@H]2N43
**Lowest unoccupied orbital energy**: 0.91 eV
**Charge**: 0
**Kohn-Sham gap**: 9.53 eV
**E_HOMO**: -8.621 eV

***

*ii*
Computed, not measured: a structure of composition C8H11N, with ωB97M-V/def2-TZVPD.

The geometry in XYZ format:
```
20
Properties=species:S:1:pos:R:3:nbo_charge:R:1
N 2.650 1.811 -0.597 -0.314
C -1.127 -0.281 -0.734 -0.434
C -0.187 1.417 0.959 -0.670
C -2.596 0.224 -0.566 -0.606
C 2.224 0.749 -0.547 0.226
C -0.257 -0.073 0.502 -0.074
C 2.027 -1.840 -0.290 -0.153
C 2.409 -1.240 0.796 -0.140
C 1.616 -0.377 -0.138 -0.197
H 2.752 -1.529 1.708 0.224
H 1.825 -2.751 -0.847 0.241
H -3.104 -0.097 -1.601 0.214
H 0.443 1.540 1.848 0.226
H -0.325 -0.829 1.219 0.185
H 0.487 1.670 0.115 0.239
H -0.738 0.191 -1.541 0.201
H -2.596 1.301 -0.501 0.204
H -1.210 1.752 0.881 0.219
H -1.228 -1.344 -1.020 0.201
H -3.065 -0.294 0.357 0.209
```

Properties
**M**: 121.18 g/mol
**Lowest unoccupied orbital energy**: 0.90 eV
**Charge**: 0
**Kohn-Sham gap**: 9.89 eV
**E_HOMO**: -8.986 eV

***

Most stable structure - *ii*; separation to the second - 0.848 eV.

***

*i*
Computed, not measured: the molecule C4H4N2S, with ωB97M-V/def2-TZVPD.

The geometry in XYZ format:
```
11
Properties=species:S:1:pos:R:3:nbo_charge:R:1
S 1.058 2.028 -0.084 0.007
N 0.229 -0.526 -0.107 -0.531
N 3.702 -0.403 0.045 -0.224
C 1.248 0.389 -0.054 -0.053
C -2.017 0.523 0.184 -0.429
C -1.087 -0.484 -0.174 -0.017
C 2.541 -0.110 0.080 0.191
H 0.593 -1.510 0.084 0.410
H -1.787 1.548 0.270 0.231
H -1.435 -1.453 -0.417 0.198
H -3.045 -0.002 0.174 0.217
```

Properties
**M**: 112.16 g/mol
**SMILES**: C=CNC(=S)C#N
**Lowest unoccupied orbital energy**: -1.25 eV
**Charge**: 0
**Kohn-Sham gap**: 7.83 eV
**E_HOMO**: -9.077 eV

***

*ii*
Computed, not measured: the molecule C4H4N2S, with ωB97M-V/def2-TZVPD.

The geometry in XYZ format:
```
11
Properties=species:S:1:pos:R:3:nbo_charge:R:1
S -3.069 0.460 -0.031 -0.123
N 0.289 -1.602 0.038 -0.194
N -0.998 -1.141 -0.113 -0.417
C 1.223 0.655 -0.078 -0.126
C -1.496 0.049 0.138 -0.109
C 1.260 -0.793 0.033 -0.007
C 1.458 1.853 -0.035 -0.155
H -1.588 -1.953 -0.400 0.418
H -0.862 0.802 0.617 0.230
H 2.325 -1.247 0.052 0.229
H 1.458 2.917 -0.220 0.252
```

Properties
**M**: 112.16 g/mol
**SMILES**: C#C/C=N\NC=S
**Lowest unoccupied orbital energy**: -0.47 eV
**Charge**: 0
**Kohn-Sham gap**: 8.08 eV
**E_HOMO**: -8.550 eV

***

Most stable structure - *i*; separation to the second - 1.406 eV.

***

*i*
Computed, not measured: the molecule C4H4N2S, with ωB97M-V/def2-TZVPD.

The geometry in XYZ format:
```
11
Properties=species:S:1:pos:R:3:nbo_charge:R:1
S 1.030 -1.029 0.423 0.726
N 1.174 1.998 1.450 -0.468
N -1.175 1.530 0.920 -0.564
C -0.670 -0.796 0.382 -0.661
C -1.465 0.300 0.628 0.132
C 0.037 1.828 1.241 0.437
C 1.946 0.057 -0.380 -0.545
H -2.585 0.112 0.617 0.198
H 1.577 0.801 -1.209 0.257
H -1.277 -1.661 0.486 0.247
H 2.960 0.153 -0.129 0.240
```

Properties
**M**: 112.16 g/mol
**Lowest unoccupied orbital energy (spin up / spin down)**: -1.41 / -1.41 eV
**Charge**: 0
**Kohn-Sham gap (spin up / spin down)**: 7.16 / 7.16 eV
**E_HOMO (spin up / spin down)**: -8.564 / -8.565 eV

***

*ii*
Computed, not measured: a structure of composition C4H4N2S, with ωB97M-V/def2-TZVPD.

The geometry in XYZ format:
```
11
Properties=species:S:1:pos:R:3:nbo_charge:R:1
S -2.096 -1.012 -0.103 0.209
N 1.674 -0.682 -0.189 -0.345
N 0.807 -1.768 0.005 -0.271
C -0.306 -1.009 0.152 0.039
C -0.185 0.330 0.007 -0.230
C -1.562 0.737 -0.028 -0.483
C 1.130 0.542 -0.129 -0.025
H 1.681 1.449 0.266 0.230
H 2.730 -0.874 0.031 0.412
H -1.963 1.238 -0.924 0.235
H -1.911 1.049 0.911 0.228
```

Properties
**M**: 112.16 g/mol
**Lowest unoccupied orbital energy**: 0.80 eV
**Charge**: 0
**Kohn-Sham gap**: 9.29 eV
**E_HOMO**: -8.491 eV

***

*iii*
Computed, not measured: the molecule C4H4N2S, with ωB97M-V/def2-TZVPD.

The geometry in XYZ format:
```
11
Properties=species:S:1:pos:R:3:nbo_charge:R:1
S 0.305 -0.528 1.066 0.307
N -0.669 0.990 -1.320 0.087
N -0.163 -0.027 -1.535 -0.107
C 1.039 -2.031 -1.226 -0.343
C 0.484 -0.887 -0.764 -0.041
C -0.470 0.920 0.954 -0.279
C -1.007 1.913 1.682 -0.521
H -1.431 2.817 1.085 0.232
H 1.431 -2.268 -2.194 0.226
H -1.013 1.938 2.875 0.219
H 1.492 -2.837 -0.623 0.219
```

Properties
**M**: 112.16 g/mol
**Lowest unoccupied orbital energy**: -0.65 eV
**Charge**: 0
**Kohn-Sham gap**: 7.62 eV
**E_HOMO**: -8.270 eV

***

Most stable structure - *ii*; separation to the second - 0.735 eV.

***

*i*
Computed, not measured: the ion C2H8N6 with charge +2, with ωB97M-V/def2-TZVPD.

The geometry in XYZ format:
```
16
Properties=species:S:1:pos:R:3:nbo_charge:R:1
N -1.218 -0.503 2.157 -0.629
N 1.202 1.101 0.707 0.004
N -2.039 -1.936 0.131 -0.515
N 2.149 1.861 0.972 -0.438
N 0.075 -1.409 -1.332 -0.815
N -0.432 -0.634 0.957 -0.293
C -0.955 -1.497 0.023 0.608
C 0.495 0.135 0.540 0.466
H 2.946 1.297 1.397 0.435
H 0.768 -2.040 -0.961 0.439
H -2.726 -2.502 -0.447 0.478
H -0.330 -2.047 -2.010 0.462
H 0.577 -0.568 -1.718 0.482
H 2.228 2.861 0.930 0.468
H -2.036 0.082 2.083 0.420
H -1.251 -1.384 2.693 0.426
```

Properties
**M**: 116.13 g/mol
**SMILES**: [H]/N=C(\[NH3+])N(N)C#[N+]N
**Lowest unoccupied orbital energy**: -8.63 eV
**Charge**: +2
**Kohn-Sham gap**: 9.87 eV
**E_HOMO**: -18.499 eV

***

*ii*
Computed, not measured: the ion C2H8N6 with charge +2, with ωB97M-V/def2-TZVPD.

The geometry in XYZ format:
```
16
Properties=species:S:1:pos:R:3:nbo_charge:R:1
N -2.441 -0.812 0.106 -0.488
N -0.226 -0.416 0.021 -0.274
N -1.546 1.547 -0.009 -0.731
N 2.047 0.117 0.040 0.006
N 0.080 -1.729 0.054 -0.654
N 3.281 0.084 0.028 -0.447
C -1.564 0.020 0.066 0.547
C 0.899 0.255 0.186 0.467
H -2.013 1.910 -0.927 0.491
H -1.898 2.092 0.727 0.471
H 3.723 0.023 0.975 0.465
H -3.389 -0.539 0.104 0.416
H -0.414 -2.479 0.528 0.443
H 3.676 0.053 -0.923 0.460
H -0.629 1.871 -0.131 0.442
H 0.413 -1.998 -0.846 0.387
```

Properties
**M**: 116.13 g/mol
**SMILES**: [H]/N=C(\[NH3+])N(N)C#[N+]N
**Lowest unoccupied orbital energy**: -8.76 eV
**Charge**: +2
**Kohn-Sham gap**: 9.19 eV
**E_HOMO**: -17.946 eV

***

Most stable structure - *ii*; separation to the second - 0.565 eV.

***

*i*
Computed, not measured: a cluster of 2 separate species, C10H16 in total, with ωB97M-V/def2-TZVPD.

The geometry in XYZ format:
```
26
Properties=species:S:1:pos:R:3:lowdin_spin:R:1
C -1.608 1.150 -1.902 0.020
C -0.549 -0.605 2.226 0.004
C 1.793 1.644 -0.233 0.037
C -0.053 -0.419 -2.729 0.231
C -0.604 1.681 -1.023 0.334
C -1.171 -1.765 1.405 0.000
C 0.952 -0.025 -1.827 0.004
C 0.915 -0.976 2.561 0.000
C 0.690 1.068 -1.058 0.158
C -1.363 0.119 -2.763 0.161
H 1.376 -0.979 1.567 0.000
H -1.192 -0.515 3.108 0.001
H -0.638 0.337 1.671 0.003
H 0.215 -1.157 -3.480 0.009
H -2.116 -0.244 -3.445 0.005
H -2.576 1.621 -1.792 -0.003
H 1.914 -0.508 -1.908 -0.003
H 0.935 -1.950 3.046 0.000
H 2.211 2.615 -0.532 0.015
H 1.434 -0.256 3.184 0.000
H -1.980 -2.354 1.834 0.000
H -0.911 2.455 -0.336 0.011
H -0.351 -2.480 1.265 0.000
H 1.535 2.037 0.771 0.011
H -1.520 -1.523 0.397 0.000
H 2.663 1.030 -0.010 0.001
```

Properties
**M**: 136.24 g/mol
**Lowest unoccupied orbital energy (spin up / spin down)**: -4.55 / -8.41 eV
**Charge**: +1
**Kohn-Sham gap (spin up / spin down)**: 9.73 / 5.88 eV
**E_HOMO (spin up / spin down)**: -14.286 / -14.287 eV
**2S+1**: 2

***

*ii*
Computed, not measured: a cluster of 2 separate species, C10H16 in total, with ωB97M-V/def2-TZVPD.

The geometry in XYZ format:
```
26
Properties=species:S:1:pos:R:3:lowdin_spin:R:1
C -1.011 -2.967 2.655 0.000
C -0.165 2.865 -1.641 0.256
C -0.282 -3.130 1.245 0.001
C 0.933 0.660 -0.652 0.317
C 0.435 2.957 -0.444 0.080
C 1.137 1.862 0.045 0.096
C 1.279 -3.228 1.437 0.000
C -0.378 1.647 -2.322 0.084
C 0.188 0.483 -1.901 0.045
C -1.180 3.978 -1.994 0.058
H -0.802 1.566 -3.472 -0.001
H 1.628 -2.502 2.131 0.000
H -0.422 -3.272 3.425 0.000
H -0.833 5.068 -1.915 0.018
H 1.854 -2.929 0.542 0.000
H -1.635 3.838 -2.984 0.000
H 0.051 -0.601 -2.235 0.000
H 1.885 1.771 0.791 0.003
H 0.561 3.867 0.066 -0.001
H -1.310 -1.990 2.738 0.000
H -0.688 -3.980 0.648 0.000
H -1.911 -3.522 2.617 0.000
H 1.345 -0.173 -0.250 0.019
H -1.856 4.025 -1.110 0.028
H 1.548 -4.130 1.893 0.000
H -0.371 -2.164 0.685 0.000
```

Properties
**M**: 136.24 g/mol
**Lowest unoccupied orbital energy (spin up / spin down)**: -4.37 / -8.38 eV
**Charge**: +1
**Kohn-Sham gap (spin up / spin down)**: 9.46 / 5.46 eV
**E_HOMO (spin up / spin down)**: -13.832 / -13.831 eV
**2S+1**: 2

***

*iii*
Computed, not measured: a cluster of 2 separate species, C10H16 in total, with ωB97M-V/def2-TZVPD.

The geometry in XYZ format:
```
26
Properties=species:S:1:pos:R:3:lowdin_spin:R:1
C -1.510 1.461 -1.385 0.003
C 1.023 0.071 1.935 0.109
C 3.113 1.181 1.127 0.061
C -3.030 -0.574 -1.624 0.004
C 0.834 -1.292 -0.526 0.075
C -0.030 -0.773 1.739 0.043
C -2.939 0.940 -1.534 0.000
C 2.014 0.233 0.902 0.270
C 1.933 -0.516 -0.309 0.076
C -0.153 -1.411 0.479 0.304
H -1.177 1.461 -0.346 0.001
H -0.876 0.854 -2.026 0.000
H -2.797 -1.030 -0.646 0.002
H -1.037 -2.016 0.337 0.011
H 3.773 1.294 0.276 0.000
H 2.730 -0.404 -1.024 0.000
H 1.159 0.588 2.870 0.002
H -2.325 -0.999 -2.345 0.000
H 0.706 -1.731 -1.505 0.000
H -4.062 -0.875 -1.808 0.000
H -0.787 -0.898 2.497 -0.001
H -3.528 1.223 -0.652 0.000
H -3.384 1.407 -2.407 0.000
H 3.758 0.816 1.938 0.025
H 2.754 2.179 1.402 0.016
H -1.478 2.472 -1.782 0.001
```

Properties
**M**: 136.24 g/mol
**Lowest unoccupied orbital energy (spin up / spin down)**: -4.33 / -8.14 eV
**Charge**: +1
**Kohn-Sham gap (spin up / spin down)**: 10.01 / 6.22 eV
**E_HOMO (spin up / spin down)**: -14.343 / -14.360 eV
**2S+1**: 2

***

Most stable structure - *iii*; separation to the second - 0.754 eV.